(1)
81
Properties=species:S:1:pos:R:3:forces:R:3:mulliken_charge:R:1 method="wB97M-V/def2-TZVPD" e_lumo_ev="-3.1919 / -3.1928" charge=+1 e_above_lowest_kcal_mol=0.0 homo_lumo_gap_ha="0.2254 / 0.2254"
Pd 0.716801 0.106722 -0.080204 2.38 -1.25 -1.06 0.210
C 5.172614 -3.341699 -3.805983 -0.10 0.06 -0.05 -1.561
C 4.563025 -2.432265 -2.776034 0.04 0.01 0.08 0.319
C 4.985440 -1.109510 -2.632537 0.02 -0.13 0.03 -1.180
C 4.384839 -0.274371 -1.721698 -0.24 0.02 0.09 0.023
C 3.339783 -0.705465 -0.877260 0.14 -0.14 -0.47 1.676
N 2.711433 0.192267 -0.049344 -1.11 0.02 0.74 0.330
C 3.370793 1.244390 0.556061 0.07 0.27 0.09 0.335
C 4.537845 0.980680 1.292931 -0.20 0.00 -0.03 -0.127
C 5.213475 1.969536 1.967965 0.00 0.08 -0.07 -1.013
C 4.754683 3.286065 1.937229 0.07 -0.05 -0.01 0.163
C 5.469735 4.370748 2.694682 -0.11 -0.05 0.05 -1.581
C 3.615034 3.560586 1.203810 -0.12 0.13 0.00 -0.848
C 2.914271 2.572270 0.514407 0.51 -0.47 0.12 0.757
N 1.793255 2.938650 -0.280474 -0.25 0.52 -0.15 0.852
C 1.281914 4.182630 -0.424564 0.02 -0.17 0.04 0.060
C 0.279369 4.126432 -1.362003 -0.09 -0.09 -0.14 -1.149
C 0.237834 2.785444 -1.746477 -0.03 0.20 -0.10 -0.452
N 1.158023 2.079121 -1.100515 -0.58 -0.79 0.53 -0.966
C 2.962395 -2.060157 -0.983733 0.35 0.55 -0.14 -0.183
C 3.553683 -2.878628 -1.943136 -0.12 -0.10 0.00 -0.896
N 2.046540 -2.636811 -0.063055 -0.05 -0.41 0.11 0.631
C 1.933726 -3.950758 0.246779 -0.06 0.08 0.07 0.111
C 1.031197 -4.065740 1.275907 -0.05 0.08 0.08 -1.241
C 0.635978 -2.753797 1.547383 0.10 -0.15 0.16 -0.346
N 1.260208 -1.904824 0.742864 -0.81 0.97 -0.72 -0.596
H 6.201540 -3.055330 -4.017263 0.01 -0.03 -0.01 0.388
H 4.612430 -3.285675 -4.742422 0.05 -0.03 -0.01 0.302
H 5.162691 -4.379558 -3.475008 0.02 -0.01 -0.01 0.368
H 5.781150 -0.732185 -3.263247 0.00 0.02 0.02 0.391
H 4.696450 0.758778 -1.643644 0.01 0.02 0.00 0.529
H 4.880181 -0.045302 1.334733 0.01 -0.01 -0.01 0.524
H 6.102180 1.723642 2.535976 0.01 -0.01 -0.02 0.395
H 6.506886 4.094010 2.874622 0.02 0.04 0.00 0.395
H 4.992905 4.528986 3.664783 0.05 0.04 0.00 0.293
H 5.451024 5.317590 2.155676 0.01 0.00 0.00 0.373
H 3.283235 4.589305 1.165307 -0.01 -0.01 0.00 0.216
H 1.650585 5.027150 0.126254 0.08 -0.03 -0.02 0.426
H -0.319483 4.939350 -1.733143 0.02 0.02 0.03 0.528
H -0.404068 2.313232 -2.472557 0.01 -0.09 0.05 0.479
H 3.217274 -3.901827 -2.051917 -0.01 -0.01 0.03 0.362
H 2.504470 -4.712533 -0.250288 0.11 0.07 -0.01 0.381
H 0.710365 -4.964362 1.772029 0.04 -0.01 -0.01 0.453
H -0.038608 -2.402461 2.309973 -0.03 0.07 -0.08 0.503
N -0.470081 1.737661 1.364011 -0.38 0.23 0.10 -0.572
C -1.535966 2.187487 1.265008 0.16 -0.10 0.37 0.534
N -2.743042 2.697170 1.210233 -0.12 0.08 -0.13 0.177
C -3.354124 3.417646 2.327835 -0.08 0.17 0.03 -0.609
C -4.000329 4.691410 1.794057 0.06 -0.03 0.01 -0.561
O -4.891710 4.420538 0.729043 -0.01 -0.10 0.05 -0.374
C -4.256018 3.765568 -0.347688 0.06 -0.09 0.00 -0.697
C -3.658620 2.439178 0.100683 -0.09 0.11 -0.10 -0.154
H -2.594251 3.662216 3.067075 0.02 -0.05 0.01 0.434
H -4.118998 2.783778 2.787303 0.05 -0.02 0.02 0.305
H -3.217756 5.387811 1.465569 -0.02 0.00 -0.02 0.330
H -4.595503 5.162252 2.574309 0.06 0.03 0.02 0.346
H -3.458096 4.395406 -0.765041 -0.04 0.03 0.00 0.329
H -5.019696 3.598244 -1.106015 0.03 0.03 -0.02 0.355
H -3.124418 1.964429 -0.717839 0.11 -0.07 -0.05 0.203
H -4.459409 1.774541 0.440548 0.02 -0.04 0.00 0.205
S -5.539891 -2.313134 -0.964949 0.05 -0.15 0.10 -0.129
C -3.878151 -1.707774 -0.800175 -0.04 0.06 -0.04 0.566
C -3.180897 -1.299810 -1.931422 -0.07 -0.03 0.06 -0.642
C -1.901096 -0.795260 -1.784719 0.25 0.07 -0.08 -0.874
N -1.308491 -0.662261 -0.598172 0.02 0.54 0.71 0.490
C -1.991004 -1.034076 0.494230 -0.24 -0.07 -0.10 -0.503
C -3.264330 -1.564896 0.440215 0.07 -0.03 -0.04 -1.237
C -5.332777 -3.931244 -0.211222 -0.02 0.27 -0.20 0.178
C -5.603599 -4.148735 1.128943 -0.03 -0.08 0.01 0.000
C -5.458062 -5.443553 1.614401 -0.02 0.09 0.00 -0.462
N -5.079454 -6.467702 0.860467 0.03 -0.17 0.07 -0.545
C -4.830625 -6.244725 -0.424903 0.00 0.11 -0.06 -0.416
C -4.941126 -4.991702 -1.014037 -0.01 -0.09 0.10 -0.177
H -3.630638 -1.385432 -2.910767 0.06 -0.02 -0.02 0.561
H -1.314513 -0.501816 -2.647033 -0.03 0.03 0.00 0.496
H -1.499551 -0.869407 1.443241 -0.02 0.01 -0.01 0.806
H -3.775695 -1.851383 1.348797 0.02 0.01 0.01 0.404
H -5.938788 -3.347036 1.772632 -0.01 0.00 0.00 0.457
H -5.666400 -5.666969 2.654778 0.01 0.03 0.00 0.364
H -4.538253 -7.105762 -1.015270 0.01 0.02 0.00 0.365
H -4.743754 -4.847005 -2.067019 0.00 -0.02 0.00 0.410

(2)
18
Properties=species:S:1:pos:R:3:forces:R:3:mulliken_charge:R:1 method="wB97M-V/def2-TZVPD" e_lumo_ev=1.1199 e_above_lowest_kcal_mol=21.1 homo_lumo_gap_ha=0.3933
C -1.912236 -0.909682 2.492944 1.77 1.26 -1.72 -1.035
C -2.457932 0.181493 3.375299 -0.29 -0.28 1.45 -0.211
N -3.908170 0.312186 3.147234 -0.39 1.83 -0.30 -0.652
H -2.358466 -1.891317 2.332217 -0.12 0.07 1.21 0.324
H -1.854688 -0.561427 1.448432 -0.37 0.29 0.11 0.272
H -0.845796 -0.873791 2.736630 0.13 -1.11 0.08 0.301
H -2.151156 -0.020138 4.422948 -0.80 -0.33 -0.25 0.283
H -1.897540 1.139241 3.249753 -0.47 -0.57 -0.62 0.252
H -3.995391 1.238394 2.721937 -0.15 -0.44 -0.63 0.237
H -4.538214 0.501055 3.924740 0.70 -0.73 0.66 0.230
C 3.761314 -0.336870 -3.577166 2.41 0.80 1.40 -0.866
C 2.618821 0.605896 -3.918089 0.66 -1.54 -0.84 -0.667
H 4.684266 0.227426 -3.275149 -0.61 -0.26 -0.31 0.253
H 4.118866 -1.017835 -4.352124 -0.46 0.08 -0.12 0.298
H 3.566135 -0.906160 -2.658331 -0.32 -0.17 -0.44 0.268
H 2.915144 1.442010 -4.541665 0.14 0.11 -0.02 0.248
H 2.043693 -0.092258 -4.548579 -1.09 0.98 0.54 0.207
H 2.211350 0.961776 -2.981034 -0.74 0.00 -0.21 0.258

(3)
73
Properties=species:S:1:pos:R:3:forces:R:3:mulliken_charge:R:1 method="wB97M-V/def2-TZVPD" e_lumo_ev="1.9275 / 1.9259" spin_multiplicity=4 charge=-1 e_above_lowest_kcal_mol=14.4 homo_lumo_gap_ha="0.1869 / 0.2997"
Ni 23.504340 -24.698250 -15.107820 -0.16 -1.19 -0.84 0.158
O 24.236790 -25.213640 -17.120770 -0.50 -0.64 1.26 -0.850
C 24.808840 -26.504470 -16.962190 -0.52 1.19 1.18 2.258
C 24.576620 -27.301020 -15.557680 1.30 0.58 0.18 0.202
O 23.924270 -26.687520 -14.491360 -1.56 1.21 -0.90 -0.802
H 25.880320 -26.304580 -16.971250 0.45 -0.72 -0.41 -0.265
H 24.512480 -27.106180 -17.821390 0.06 -0.26 0.30 -0.960
H 25.564720 -27.429570 -15.115830 1.04 -0.31 -0.65 -0.269
H 24.277020 -28.338040 -15.709060 -0.73 -0.22 -0.49 0.163
C 28.847530 -28.752410 -16.842260 -4.24 1.77 3.62 0.620
O 28.490090 -28.630590 -15.654930 1.49 -1.40 -0.72 -0.613
N 28.572850 -27.761930 -17.648950 0.58 3.25 -3.39 -0.214
N 29.036700 -29.843200 -17.551550 1.41 -4.70 -0.64 -0.504
H 28.151580 -26.880650 -17.392100 0.73 -0.17 0.42 0.324
H 29.006900 -27.848530 -18.556800 -0.42 0.71 -0.10 0.172
H 29.014570 -29.855050 -18.561240 -0.04 0.39 0.36 0.200
H 28.642480 -30.687560 -17.162010 0.51 0.05 0.26 0.237
C 22.200130 -25.061210 -20.448240 -4.59 -0.01 1.84 0.616
O 21.286190 -25.531610 -19.780790 -0.08 -1.22 0.74 -0.694
N 23.394500 -24.805740 -20.040330 3.98 0.41 0.01 -0.163
N 21.880550 -24.524090 -21.618520 0.60 0.67 -2.77 -0.454
H 23.723560 -24.954290 -19.097060 -0.37 -0.37 0.44 -0.001
H 23.871880 -24.132940 -20.623040 0.52 -0.16 0.71 0.200
H 22.674770 -24.099300 -22.075550 -0.93 0.37 -0.70 0.155
H 20.911320 -24.307600 -21.802430 0.52 -0.09 -0.10 0.241
C 20.569220 -25.973990 -16.042320 -0.82 1.40 1.13 0.764
O 21.334860 -25.103010 -15.658730 1.02 1.01 -0.51 -0.621
N 20.543310 -27.188270 -15.624890 2.69 -5.06 2.06 -0.217
N 19.408330 -25.839560 -16.655240 -3.22 2.67 -3.01 -0.396
H 19.816070 -27.836940 -15.890310 0.56 0.18 0.41 0.128
H 21.309650 -27.486510 -15.038480 -0.18 -0.23 -0.05 0.039
H 18.960040 -26.661750 -17.033570 0.18 0.48 0.01 0.150
H 19.089070 -24.975000 -17.068420 0.52 -0.09 0.01 0.247
C 28.571670 -25.339070 -14.593050 1.44 3.06 0.60 0.387
O 29.471390 -24.585760 -14.314250 2.63 1.36 0.48 -0.766
N 28.008830 -26.061840 -13.708290 -1.48 -3.34 4.49 -0.113
N 27.952000 -25.254030 -15.717770 -1.75 -0.85 -4.21 0.069
H 28.367520 -25.858240 -12.786350 -0.17 -0.56 -0.01 0.226
H 27.117120 -26.532130 -13.769740 0.26 0.16 -0.08 0.074
H 28.065330 -24.408410 -16.258300 -0.33 -0.52 -0.22 0.192
H 27.289230 -26.009310 -15.819680 -0.51 0.85 -0.81 -0.632
C 21.108580 -28.316030 -12.255080 -0.06 2.45 -0.88 0.727
O 20.489790 -27.281220 -12.379980 -2.17 0.63 0.53 -0.651
N 20.757870 -29.418180 -11.649040 -3.33 -1.98 2.39 -0.475
N 22.287980 -28.382910 -12.716420 6.30 -1.05 -2.84 -0.103
H 21.375290 -30.192620 -11.451220 -0.20 0.53 0.20 0.210
H 20.072040 -29.074490 -10.992050 -0.32 -1.36 0.59 0.269
H 22.705670 -27.719900 -13.353650 -0.01 0.75 -0.13 0.004
H 22.842390 -29.222360 -12.626640 -0.16 0.12 0.10 0.106
C 25.887450 -27.836330 -11.469920 1.09 0.59 1.67 0.628
O 26.432740 -27.781790 -10.395370 1.11 -0.26 2.04 -0.750
N 25.467480 -26.817610 -12.126390 -1.10 4.54 -1.24 -0.095
N 25.729470 -28.913350 -12.170190 -0.48 -4.55 -1.37 -0.240
H 25.705410 -25.906170 -11.762010 -0.50 -0.13 -0.12 0.207
H 24.847410 -26.920830 -12.916930 -0.25 0.73 -0.57 -0.229
H 26.077050 -29.759140 -11.741340 -0.39 -0.07 -0.56 0.184
H 25.177550 -28.852810 -13.013890 0.46 -0.65 0.08 0.198
C 25.041050 -29.495030 -20.399960 -1.14 0.98 -3.80 0.451
O 25.137040 -30.016040 -21.504490 -1.01 1.14 -1.28 -0.696
N 24.517850 -28.307140 -20.000940 -0.28 0.00 -1.86 -0.218
N 25.544790 -30.127910 -19.417280 3.13 -2.37 5.73 -0.415
H 24.461040 -28.112990 -19.011410 -0.32 0.37 -0.66 0.113
H 24.246140 -27.709530 -20.768490 -0.33 0.37 0.77 0.088
H 25.937170 -29.437470 -18.793230 0.27 -0.64 0.89 0.143
H 26.204390 -30.853650 -19.658820 -0.31 -0.01 -0.08 0.282
C 26.302830 -22.903540 -19.145510 3.35 -0.22 -0.37 0.529
O 26.945690 -21.988110 -19.661510 -0.56 -0.19 -0.14 -0.752
N 26.769810 -24.141600 -18.933310 2.81 -2.30 -1.03 -0.265
N 25.164470 -22.894580 -18.570310 -4.81 3.47 0.96 -0.141
H 26.205880 -24.818270 -18.439140 0.33 -0.04 -0.10 0.204
H 27.662930 -24.368040 -19.347030 -0.29 -0.28 0.18 0.124
H 24.801730 -21.959500 -18.451420 -0.63 -0.40 0.23 0.171
H 24.727930 -23.719600 -18.184480 -0.08 0.14 0.81 0.101

(4)
69
Properties=species:S:1:pos:R:3:forces:R:3:mulliken_charge:R:1 method="wB97M-V/def2-TZVPD" e_lumo_ev=1.6787 charge=-1 homo_lumo_gap_ha=0.1686
C 5.831749 -2.793701 -2.917316 -0.63 -0.23 0.45 -0.856
O 4.723870 -3.156629 -2.053006 0.53 0.43 -0.56 -0.453
C 3.925208 -2.142266 -1.633438 -0.41 0.70 0.46 1.028
C 2.905768 -2.454027 -0.697268 0.87 -0.05 -0.65 -0.664
C 2.133131 -1.445852 -0.173359 -0.43 0.93 0.13 -0.285
C 2.345603 -0.086580 -0.524328 0.67 -0.69 -0.68 0.231
C 1.567130 0.962893 0.089090 0.45 0.54 0.11 -0.348
C 2.010684 2.225907 0.370198 0.12 0.01 0.39 0.554
C 1.025553 3.171489 0.956706 -1.23 -0.50 0.35 -0.078
O -0.113448 2.869558 1.247170 1.22 0.55 -0.29 -0.619
O 1.470936 4.436021 1.234477 0.49 0.09 -0.52 -0.358
C 2.684195 4.878855 0.582164 -0.03 -0.30 0.76 1.511
C 2.461090 5.137347 -0.894441 -0.03 0.12 -0.16 -1.448
C 3.127418 6.136383 1.327519 -0.12 -0.37 -0.03 -1.715
O 3.725914 3.904091 0.792961 -0.52 0.07 -0.23 -0.371
C 3.452183 2.591037 0.503820 0.56 -0.66 -0.33 0.516
O 4.381389 1.814557 0.452688 -0.67 0.91 0.22 -0.608
C 3.331080 0.196522 -1.498514 -0.54 -0.06 0.39 -0.630
C 4.098762 -0.802971 -2.058352 0.16 -0.71 0.09 -0.557
H 6.371221 -3.729357 -3.057056 0.03 0.16 -0.08 0.250
H 5.472322 -2.408900 -3.884526 0.07 -0.16 0.29 0.324
H 6.481801 -2.040747 -2.443666 -0.23 -0.28 -0.07 0.357
H 2.768741 -3.487851 -0.389834 0.01 0.19 -0.10 0.420
H 1.348356 -1.652830 0.556809 0.10 -0.11 -0.18 0.381
H 0.543059 0.736735 0.370599 -0.09 0.00 -0.05 0.480
H 2.140991 4.241306 -1.433016 0.02 0.09 0.11 0.302
H 1.702123 5.916123 -1.009719 0.01 -0.17 0.02 0.366
H 3.388212 5.510256 -1.339236 -0.07 -0.14 0.07 0.380
H 3.267087 5.896851 2.384008 -0.03 0.01 -0.14 0.400
H 4.069356 6.503142 0.916577 -0.08 -0.07 -0.01 0.390
H 2.363569 6.909703 1.233983 0.04 -0.08 -0.02 0.396
H 3.500360 1.219192 -1.829042 -0.13 -0.21 0.11 0.329
H 4.866923 -0.543624 -2.789438 -0.35 -0.08 0.25 0.350
C -5.303885 2.687610 1.651721 -0.14 0.18 0.23 -1.233
C -4.841660 1.760766 0.567520 0.25 -0.11 0.15 -0.210
O -3.941744 0.781584 1.127284 -0.75 0.82 -0.16 -0.211
C -3.577625 -0.100484 0.172370 0.84 -1.30 -0.66 0.366
C -2.555363 -1.097781 0.523348 -0.57 1.95 1.60 -0.209
C -1.756307 -0.960841 1.742312 -0.19 -0.45 -1.60 0.518
O -0.651070 -1.488870 1.934430 -0.16 0.15 -0.08 -0.814
O -2.278772 -0.199119 2.720408 0.57 -0.01 1.09 -0.242
C -1.436461 -0.244443 3.891496 -0.22 0.10 -0.24 -0.048
C -2.070136 0.597411 4.957625 -0.04 0.27 0.23 -1.297
C -2.337642 -2.209152 -0.335965 0.49 -1.77 -1.76 0.417
C -1.373823 -3.239382 -0.066911 -0.31 0.77 0.01 -0.240
C -1.201074 -4.340392 -0.874422 -0.84 -0.39 -1.06 -0.807
C -2.015159 -4.527062 -2.016982 -0.48 1.43 0.80 0.854
O -1.915238 -5.706752 -2.683741 -0.59 -1.00 -1.20 -0.463
C -2.976048 -6.030670 -3.618115 0.92 0.33 0.74 -0.852
C -2.935773 -3.509800 -2.360252 0.77 -1.25 0.33 -0.547
C -3.085280 -2.408516 -1.539359 0.27 0.39 0.48 -0.758
O -4.111155 0.002718 -0.940730 0.22 0.04 0.50 -0.797
H -5.853922 3.496002 1.162507 -0.03 0.08 0.16 0.408
H -5.991017 2.177492 2.333210 0.16 0.08 0.07 0.281
H -4.472213 3.117995 2.215630 -0.08 -0.08 -0.04 0.264
H -5.707914 1.260451 0.117369 0.30 0.11 -0.03 0.283
H -4.307465 2.313782 -0.216146 -0.20 -0.16 0.08 0.298
H -1.348438 -1.285909 4.230230 0.10 0.24 -0.17 0.294
H -0.437166 0.135687 3.639119 -0.22 -0.22 0.10 0.199
H -1.502293 0.435302 5.877275 -0.10 0.12 0.10 0.417
H -2.016156 1.659623 4.701427 -0.14 -0.11 0.04 0.253
H -3.111554 0.313083 5.132622 0.10 0.06 -0.04 0.302
H -0.745424 -3.143674 0.807881 -0.14 -0.05 -0.16 0.473
H -0.468169 -5.101359 -0.615635 -0.13 0.04 -0.05 0.381
H -2.750814 -7.053715 -3.919176 -0.14 0.09 -0.11 0.248
H -3.967493 -5.979627 -3.140109 0.31 0.04 -0.06 0.368
H -2.954369 -5.359418 -4.489757 -0.02 -0.19 0.18 0.284
H -3.566887 -3.605967 -3.246639 0.19 0.06 0.29 0.279
H -3.806829 -1.659207 -1.835059 0.21 -0.21 0.12 0.563